34
Properties=species:S:1:pos:R:3 method="wB97M-V/def2-TZVPD" de_lowest_kcal_mol=10.6 gap_ev=8.108 energy_ev=-86472.766 e_homo_ev=-8.174
Ca -0.62 -1.27 -0.28
N 2.26 -2.91 -1.79
C 2.50 -1.58 -1.66
N 1.55 -0.74 -1.36
C 2.01 0.56 -1.32
C 3.34 0.70 -1.54
S 4.05 -0.85 -1.86
C 0.96 1.57 -1.12
C 1.01 2.91 -1.24
S -0.59 3.57 -1.12
C -1.22 1.96 -0.92
N -0.30 1.04 -0.90
N -2.53 1.67 -0.77
H 1.29 -3.18 -1.97
H 2.96 -3.50 -2.19
H 3.93 1.60 -1.57
H 1.86 3.55 -1.44
H -3.20 2.39 -0.96
H -2.80 0.71 -1.02
O -2.48 -2.73 0.13
S -2.57 -2.57 -1.36
O -3.64 -3.28 -2.00
O -2.62 -1.06 -1.55
O -1.19 -2.93 -1.85
C -0.09 1.62 2.54
S 0.51 0.00 3.02
C -0.84 -0.47 4.09
O 0.34 -0.85 1.80
H -0.09 2.29 3.40
H -1.09 1.52 2.12
H 0.60 2.00 1.78
H -0.88 0.18 4.96
H -0.65 -1.49 4.41
H -1.77 -0.43 3.53

29
Properties=species:S:1:pos:R:3 method="wB97M-V/def2-TZVPD" gap_ev=8.916 energy_ev=-55536.387 e_homo_ev=-8.841
O -0.92 -2.07 3.55
C -1.46 -1.54 2.56
O -2.82 -1.08 2.64
O -0.72 -1.33 1.35
C -1.03 -2.41 0.38
C -2.39 -2.14 -0.42
C -2.28 -1.09 -1.64
C -1.24 0.10 -1.40
S -0.88 1.06 -2.99
C 0.76 1.83 -2.63
N 1.90 2.06 -3.45
N 2.77 2.66 -2.55
C 2.18 2.75 -1.24
O 0.87 2.20 -1.26
H -2.83 -0.18 2.22
H -1.18 -3.35 1.03
H -0.12 -2.56 -0.31
H -2.71 -3.15 -0.88
H -3.27 -1.81 0.24
H -3.32 -0.60 -1.74
H -2.12 -1.66 -2.62
H -0.20 -0.23 -1.02
H -1.73 0.86 -0.69
H 2.70 3.21 -0.32
Cl 2.68 2.68 1.86
C 4.00 1.60 2.35
Cl 5.41 1.80 1.31
H 4.28 1.83 3.38
H 3.66 0.57 2.29